The following is a DFT calculation (wB97M-V/def2-TZVPD) of C2H5NO as an isolated structure.

Cartesian coordinates (Å):
C 0.816091 -0.459825 -0.896550
C -0.651831 0.285361 -0.115822
O -0.718762 -1.011548 -0.186504
N -0.802873 0.766749 1.139660
H 1.217114 -1.462438 -0.707328
H 1.504133 0.270382 -0.461435
H 0.633167 -0.273677 -1.948247
H -1.076966 0.129851 1.883254
H -0.920074 1.755144 1.292972

Atomic forces in eV per Å
0.55 -0.23 -0.31
-0.33 -0.11 0.52
0.05 0.35 -0.09
-0.06 0.04 -0.15
-0.12 0.16 0.02
-0.18 -0.06 -0.04
-0.02 -0.02 0.20
0.05 0.04 -0.08
0.05 -0.14 -0.07

The value obtained for the maximum force is 0.7 eV Å⁻¹. The HOMO energy is -7.962 eV. As for the spin multiplicity: 1. For the frontier orbital gap, the calculation gives 8.7900 eV. As for the total energy: -5688.688 eV.

Mulliken population analysis, charges in e, atoms 1 to 5:
1. C -0.522
2. C -0.058
3. O -0.316
4. N -0.329
5. H 0.247

---

The following is a DFT calculation (wB97M-V/def2-TZVPD) of one molecule with the formula C2H5NO in a non-equilibrium geometry.

Cartesian coordinates (Å):
C -0.643423 -0.826106 0.696266
N -0.513585 0.306420 0.096867
C 0.876827 0.479188 -0.571836
O -1.367410 1.230668 0.007595
H -1.649137 -1.016239 1.029172
H 0.235851 -1.513556 0.873847
H 1.134229 -0.549202 -0.608640
H 1.365342 1.122008 0.028039
H 0.561306 0.766818 -1.551309

Atomic forces in eV per Å
-0.03 -0.91 0.56
1.58 0.22 -0.23
-4.63 -2.11 -0.87
0.36 -0.45 -0.22
0.02 -0.30 0.48
-1.42 1.00 -0.49
1.44 -0.43 -0.08
2.16 2.17 1.46
0.52 0.80 -0.62

As for the structure (SMILES): C=[N+](C)[O-]. The value obtained for the maximum force is 5.2 eV Å⁻¹. The HOMO energy is -8.905 eV. As for the spin multiplicity: 1. For the frontier orbital gap, the calculation gives 9.8411 eV. As for the total energy: -5689.548 eV.

Mulliken population analysis, charges in e, atoms 1 to 5:
1. C -0.374
2. N 0.412
3. C -0.796
4. O -0.633
5. H 0.285